1.
This record from the Open Molecules 2025 dataset describes a molecular structure, C43H38FN6O7PRuS. The level of theory is wB97M-V/def2-TZVPD.

Results
energy above the lowest of the compared OMol25 structures with the same formula, charge and spin	136.11	kcal per mole
⟨S²⟩	8.7638
total energy	-3450.575098	hartree
F_max	0.087	hartree/bohr
charge	+1
LUMO energy (spin up / spin down)	-2.66 / -4.37	eV
2S+1	6

Last column: Mulliken spin population.
Element x y z (Å)
Ru (-0.4356, 0.4362, 0.5643)  3.065
C (-1.2150, 2.6257, 3.3859)  0.017
C (-1.5797, 1.5442, 4.3911)  0.015
C (-0.7939, 0.2607, 4.3072)  0.033
C (-0.7102, -0.5677, 5.4175)  0.006
C (0.0569, -1.7210, 5.3475)  0.000
C (0.7344, -2.0190, 4.1803)  0.004
C (0.5673, -1.1408, 3.1235)  0.009
N (-0.1822, -0.0468, 3.1591)  0.077
N (-1.6016, 2.3755, 1.9868)  0.115
C (-1.3006, 3.5792, 1.2194)  -0.048
C (-1.1488, 3.3197, -0.2547)  -0.028
C (-0.5093, 4.4022, -1.0963)  0.013
C (-1.0926, 4.3697, -2.4815)  0.005
C (-1.5640, 3.2394, -2.9788)  -0.006
C (-1.4467, 1.9929, -2.1491)  -0.015
N (-1.6321, 2.2393, -0.7193)  0.176
C (-3.0325, 2.0487, 1.8739)  0.008
C (-3.3513, 0.5724, 1.8882)  0.008
C (-4.4480, 0.1027, 2.5964)  0.002
C (-4.7960, -1.2349, 2.5064)  0.004
C (-4.0427, -2.0628, 1.6922)  -0.007
C (-2.9643, -1.5170, 1.0182)  0.018
N (-2.6097, -0.2329, 1.1194)  0.127
H (-0.1335, 2.7771, 3.4105)  -0.009
H (-1.6862, 3.5604, 3.7260)  0.003
H (-2.6474, 1.3168, 4.3491)  -0.001
H (-1.4059, 1.9678, 5.3819)  0.000
H (-1.2217, -0.2966, 6.3312)  0.001
H (0.1456, -2.3696, 6.2089)  0.000
H (1.3978, -2.8649, 4.0768)  0.000
H (1.3442, -0.5476, 1.4886)  0.023
H (-0.3804, 4.0196, 1.6008)  -0.006
H (-2.0782, 4.3520, 1.3465)  0.005
H (-0.7437, 5.3713, -0.6452)  -0.002
H (-1.1166, 5.2955, -3.0430)  0.000
H (-1.9889, 3.1687, -3.9693)  0.000
H (-2.1326, 1.2082, -2.4577)  -0.027
H (-3.3901, 2.4233, 0.9156)  -0.010
H (-3.6081, 2.5581, 2.6567)  0.004
H (-5.0272, 0.7810, 3.2102)  0.001
H (-5.6459, -1.6200, 3.0542)  0.000
H (-4.2783, -3.1113, 1.5761)  0.000
H (-2.3576, -2.1278, 0.3637)  0.004
O (4.5972, 0.0308, -0.4169)  0.236
S (3.7978, -0.8360, 0.4334)  0.374
O (4.2687, -1.1779, 1.7624)  0.239
O (1.1756, -1.3997, 1.9427)  0.067
C (3.5836, -2.3961, -0.4875)  0.139
C (4.7602, -3.1392, -0.5566)  0.032
C (4.7806, -4.2911, -1.3161)  0.015
C (3.6338, -4.6715, -2.0078)  -0.006
C (2.4828, -3.9135, -1.9214)  0.005
C (2.4204, -2.7505, -1.1424)  -0.042
P (0.8174, -1.7849, -1.1378)  0.225
C (0.7540, -1.4016, -2.9318)  -0.012
C (-0.4703, -1.2367, -3.5797)  0.017
C (-0.5217, -0.8879, -4.9200)  0.002
C (0.6519, -0.6801, -5.6320)  0.004
C (1.8733, -0.8042, -4.9893)  -0.001
C (1.9255, -1.1562, -3.6469)  0.003
C (-0.3108, -3.2323, -0.9299)  -0.023
C (-0.9472, -3.9274, -1.9565)  -0.004
C (-1.7055, -5.0573, -1.6800)  0.000
C (-1.8348, -5.5150, -0.3773)  0.001
C (-1.1958, -4.8376, 0.6514)  -0.001
C (-0.4425, -3.7062, 0.3768)  -0.023
H (5.6417, -2.8085, -0.0234)  0.001
H (5.6826, -4.8846, -1.3779)  0.001
H (3.6385, -5.5610, -2.6236)  0.000
H (1.6070, -4.2330, -2.4709)  0.000
H (-1.3925, -1.3713, -3.0249)  -0.001
H (-1.4802, -0.7756, -5.4105)  0.000
H (0.6113, -0.4089, -6.6782)  0.000
H (2.7937, -0.6353, -5.5329)  0.000
H (2.8918, -1.2554, -3.1649)  0.005
H (-0.8589, -3.6000, -2.9833)  0.001
H (-2.1847, -5.5877, -2.4925)  0.000
H (-2.4223, -6.3993, -0.1680)  0.000
H (-1.2836, -5.1910, 1.6710)  0.000
H (0.0611, -3.1934, 1.1842)  0.012
F (1.5566, 6.5417, -0.3244)  0.002
C (1.6515, 5.2521, -0.0812)  0.030
C (1.1036, 4.3332, -1.1078)  -0.006
N (1.6878, 3.0127, -0.9122)  0.015
C (2.0701, 2.1915, -2.0596)  0.026
C (0.8601, 1.9714, -2.9372)  0.004
O (0.7492, 2.3029, -4.0769)  0.002
O (-0.1194, 1.4264, -2.1764)  0.055
C (1.8622, 2.5001, 0.3471)  0.017
O (1.9201, 1.2984, 0.5844)  0.003
N (1.9984, 3.4172, 1.3579)  -0.002
C (2.0565, 4.8201, 1.2261)  -0.002
O (2.3574, 5.5249, 2.1613)  0.004
H (1.3955, 4.6920, -2.0976)  0.000
H (2.4243, 1.2404, -1.6640)  0.004
H (2.8615, 2.6709, -2.6352)  0.000
H (2.2175, 3.0533, 2.2753)  -0.002



2.
This record from the Open Molecules 2025 dataset describes a molecular structure, C14H37GdI2OP2Si2. The level of theory is wB97M-V/def2-TZVPD.

Results
⟨S²⟩	16.0954
total energy	-3252.921634	hartree
F_max	0.061	hartree/bohr
charge	+2
LUMO energy (spin up / spin down)	-6.83 / -10.37	eV
2S+1	8

Last column: Mulliken spin population.
Element x y z (Å)
I (-2.7743, -0.0366, -0.1982)  0.928
I (3.1507, 0.1224, -0.4950)  0.023
Gd (0.1536, 0.0108, -0.4364)  5.089
P (-0.0134, -2.7320, -0.2917)  0.012
C (-0.3288, -3.6421, 1.1911)  -0.002
C (-1.3202, -3.2495, -1.4083)  0.019
H (-1.1700, -4.3017, -1.6579)  0.000
H (1.4776, -4.3545, -1.2866)  -0.002
H (-1.2698, -2.6194, -2.3047)  -0.006
H (1.7737, -2.6915, -1.8728)  0.000
H (-1.2707, -3.3579, 1.6873)  0.001
H (-2.2860, -3.0967, -0.9130)  -0.001
C (1.5654, -3.3094, -0.9916)  0.001
H (-0.4699, -4.7507, 1.0171)  0.001
H (2.3940, -3.1626, -0.2871)  0.003
H (0.5281, -3.4625, 1.8509)  0.009
P (0.0057, 2.6841, -0.2336)  0.049
C (-0.2255, 3.4683, 1.3392)  0.003
C (1.5406, 3.3121, -0.9992)  0.004
H (-1.3074, 2.6433, -2.2783)  0.002
H (-1.1600, 4.2892, -1.6058)  0.000
H (-2.2855, 3.1115, -0.8614)  0.003
C (-1.3173, 3.2417, -1.3539)  -0.001
H (1.7663, 2.7164, -1.8958)  -0.001
H (1.4257, 4.3599, -1.2652)  0.000
H (-0.2486, 4.5522, 1.2486)  0.001
H (0.5804, 3.2080, 2.0355)  -0.004
H (2.3671, 3.1753, -0.2971)  0.000
H (-1.1687, 3.1414, 1.7963)  -0.001
C (0.1551, -0.0582, 2.0572)  0.278
O (-0.9846, 0.3295, 2.3307)  0.277
C (-0.8702, -1.7679, 4.9873)  0.010
Si (0.7928, -2.3929, 4.3896)  0.167
C (2.2641, -2.4802, 5.6193)  0.019
C (0.4901, -4.2591, 4.1551)  0.014
C (1.2279, -0.7989, 2.4716)  0.065
Si (2.4714, 0.2095, 3.5774)  -0.005
C (4.1017, -0.6717, 3.6126)  0.004
C (2.7415, 1.9646, 3.0639)  0.007
C (1.4739, 0.5731, 5.1415)  -0.001
H (-1.1365, -2.3616, 5.8811)  0.007
H (-1.6138, -1.9534, 4.2014)  0.000
H (-0.9033, -0.6950, 5.1986)  0.001
H (1.8917, -3.0048, 6.5009)  0.003
H (3.0645, -3.0799, 5.1741)  0.000
H (2.6947, -1.5406, 5.9719)  0.000
H (0.3771, -4.6425, 5.1639)  0.004
H (1.3336, -4.7344, 3.6597)  0.001
H (-0.4345, -4.4520, 3.6175)  -0.002
H (1.5048, -1.6195, 1.7423)  0.017
H (4.4014, -1.0201, 2.6110)  -0.001
H (4.7882, 0.1258, 3.9454)  0.000
H (4.1708, -1.4840, 4.3457)  0.001
H (1.8430, 2.5614, 3.3048)  -0.001
H (3.0882, 2.0506, 2.0237)  0.001
H (3.5094, 2.2679, 3.8081)  0.001
H (0.6302, 1.1998, 4.8198)  0.001
H (1.1115, -0.2183, 5.8024)  -0.001
H (2.2400, 1.1447, 5.6905)  0.002



3.
This record from the Open Molecules 2025 dataset describes a molecular structure, C3H5LuO2. The level of theory is wB97M-V/def2-TZVPD.

Results
energy above the lowest of the compared OMol25 structures with the same formula, charge and spin	0.00	kcal per mole
⟨S²⟩	0.7854
total energy	-1502.754403	hartree
F_max	0.086	hartree/bohr
charge	+1
LUMO energy (spin up / spin down)	-4.63 / -6.07	eV
2S+1	2

Last column: Mulliken spin population.
Element x y z (Å)
H (-0.7518, 0.1496, 0.9308)  0.186
C (1.2618, -0.6772, 0.9475)  0.677
C (0.6055, 0.5253, 0.5068)  -0.080
O (0.3167, 0.4219, -0.8979)  -0.004
C (-0.6137, 1.1717, -1.4198)  -0.001
O (-1.6461, 0.3589, -1.5641)  -0.003
Lu (-1.1100, -2.3977, 0.4796)  0.165
H (1.4455, -0.6863, 2.0285)  0.003
H (1.8492, -1.2244, 0.1983)  0.016
H (1.0538, 1.5104, 0.6783)  0.040
H (-2.4109, 0.8479, -1.8881)  0.001



4.
This record from the Open Molecules 2025 dataset describes 7 unconnected molecules or ions with the total composition H14O7. The level of theory is wB97M-V/def2-TZVPD.

Results
energy above the lowest of the compared OMol25 structures with the same formula, charge and spin	7.76	kcal per mole
⟨S²⟩	0.7504
total energy	-535.057528	hartree
F_max	0.026	hartree/bohr
charge	-1
LUMO energy (spin up / spin down)	3.12 / 3.47	eV
2S+1	2

Last column: Mulliken spin population.
Element x y z (Å)
O (-8.7012, -8.2394, -32.4413)  -0.680
H (-8.3402, -8.4298, -31.5755)  0.080
H (-9.5279, -7.7908, -32.2633)  0.343
O (-4.1763, -4.6174, -33.5460)  0.165
H (-4.6261, -4.8567, -32.7356)  0.003
H (-4.8579, -4.6492, -34.2172)  -0.045
O (-5.2477, -7.4387, -36.3210)  0.028
H (-4.4577, -6.9097, -36.4317)  -0.009
H (-5.5198, -7.2775, -35.4175)  -0.018
O (-5.4289, -5.8280, -31.2111)  -0.103
H (-6.1025, -5.6368, -30.5584)  0.003
H (-4.6029, -5.6386, -30.7660)  0.022
O (-8.0443, -8.4887, -36.1409)  0.128
H (-8.0204, -9.0191, -35.3445)  -0.059
H (-8.8308, -7.9511, -36.0478)  -0.021
O (-8.1239, -10.2159, -34.2578)  0.437
H (-7.3262, -10.7231, -34.1072)  -0.062
H (-8.4129, -9.9577, -33.3825)  0.079
O (-6.4246, -6.7165, -33.6082)  0.880
H (-6.2315, -6.3803, -32.7330)  -0.211
H (-7.1834, -7.2866, -33.4842)  0.038



Question: Which of these has the lowest total energy?
Answer: C43H38FN6O7PRuS



Question: Which value of 2S+1 does entry 1 give?
Answer: 6